# 1
Entry from OMol25: a structure of composition C5H11NS2 (the ωB97M-V functional and the def2-TZVPD basis).

For the largest force on an atom, the calculation gives 5.60 eV/A. As for the total charge: 0. The calculation puts the calculated total energy at -28519.8256 eV.

XYZ file:
```
19
C5H11NS2 the ωB97M-V functional and the def2-TZVPD basis
C 2.347 1.070 -0.404
C 2.388 -0.313 0.248
C -0.352 0.587 1.094
C -1.019 0.383 -0.306
C -2.275 -0.514 -0.362
H 3.093 1.182 -1.155
H 1.380 1.317 -0.820
H 2.479 1.639 0.578
H -0.815 0.477 2.114
H 0.179 1.604 1.074
H -0.248 0.334 -1.202
H -1.683 1.263 -0.287
H -2.967 -0.302 0.499
H -2.746 -0.256 -1.508
H -0.966 -1.893 0.580
H -1.736 -2.661 -1.108
N -1.869 -1.971 -0.014
S 3.749 -1.187 -0.139
S 1.062 -0.757 1.119
```

Löwdin population analysis, charges in e, atoms 1 to 8: C -0.197; C -1.267; C -0.343; C -0.326; C -0.317; H 0.048; H 0.033; H 0.110

# 2
Entry from OMol25: a structure of composition C26H32IN6O5S2Sc (the ωB97M-V functional and the def2-TZVPD basis).

For the largest force on an atom, the calculation gives 0.56 eV/A. As for the total charge: +2. The calculation puts the calculated total energy at -97121.1248 eV.

XYZ file:
```
73
C26H32IN6O5S2Sc the ωB97M-V functional and the def2-TZVPD basis
Sc -0.778 -0.344 -0.553
C 3.653 2.581 -2.333
C 3.756 2.081 -0.918
N 4.894 1.976 -0.367
C 4.966 1.541 0.971
C 4.006 0.814 1.550
C 4.199 0.212 2.912
O 3.087 0.476 3.781
C 2.748 0.613 0.806
C 2.061 -0.529 1.037
N 0.888 -1.079 0.546
C 0.486 -2.248 1.243
C 0.535 -2.356 2.639
C 0.141 -3.516 3.285
C -0.336 -4.606 2.564
C -0.410 -4.530 1.184
C 0.010 -3.366 0.561
I -0.003 -3.266 -1.538
C 2.495 1.805 -0.087
O 1.122 0.566 -1.670
H 4.650 2.643 -2.759
H 3.213 3.584 -2.352
H 3.034 1.938 -2.965
H 5.901 1.756 1.474
H 5.125 0.595 3.342
H 4.306 -0.872 2.856
H 3.310 1.245 4.314
H 2.544 -1.164 1.773
H 0.894 -1.516 3.222
H 0.204 -3.569 4.365
H -0.637 -5.514 3.070
H -0.761 -5.372 0.603
C 1.234 1.744 -0.884
O 0.116 1.663 0.005
C -0.735 2.817 0.087
C -1.641 2.843 -1.114
O -2.140 1.509 -1.269
C -2.837 1.299 -2.508
C -1.859 0.880 -3.566
O -1.083 -0.213 -3.067
C -0.178 -0.658 -4.089
H 2.389 2.687 0.568
H 1.117 2.615 -1.528
H 1.929 0.037 -1.558
H -0.139 3.726 0.161
H -1.304 2.696 1.004
H -1.108 3.145 -2.019
H -2.468 3.533 -0.946
H -3.351 2.212 -2.811
H -3.579 0.528 -2.328
H -1.182 1.697 -3.835
H -2.402 0.578 -4.464
H -0.741 -1.028 -4.948
H 0.439 -1.451 -3.682
H 0.466 0.163 -4.403
N 0.047 0.989 2.856
C -1.189 0.500 2.657
N -1.650 0.003 1.520
C -2.977 -0.414 1.669
C -3.507 -0.218 2.887
S -2.351 0.511 3.931
C -3.630 -1.044 0.527
C -4.908 -1.452 0.473
S -5.244 -2.189 -1.043
C -3.629 -1.885 -1.544
N -2.875 -1.285 -0.634
N -3.239 -2.193 -2.797
H 0.793 0.768 2.207
H 0.347 1.158 3.803
H -4.492 -0.476 3.244
H -5.670 -1.376 1.232
H -3.814 -2.811 -3.346
H -2.256 -2.187 -3.001
```

Löwdin population analysis, charges in e, atoms 1 to 8: Sc 1.030; C -0.007; C -0.277; N 0.134; C -0.054; C -0.168; C -0.184; O -0.062

# 3
Entry from OMol25: the molecule C2H5IO2 (the ωB97M-V functional and the def2-TZVPD basis).

For the largest force on an atom, the calculation gives 4.10 eV/A. As for the total charge: 0. The calculation puts the calculated total energy at -14348.8634 eV. As for the SMILES: CO[C@H](O)I.

XYZ file:
```
10
C2H5IO2 the ωB97M-V functional and the def2-TZVPD basis
C -1.166 -0.916 -0.017
O -0.278 0.029 -0.636
C 0.706 0.511 0.163
O 0.688 1.880 0.135
I 2.713 -0.516 -0.331
H -1.685 -1.278 -0.858
H -1.860 -0.276 0.639
H -0.473 -1.629 0.374
H 0.505 0.022 1.370
H 0.851 2.173 -0.839
```

Löwdin population analysis, charges in e, atoms 1 to 8: C -0.053; O -0.251; C -0.840; O -0.059; I 0.589; H 0.075; H 0.132; H 0.073